DFT (the ωB97M-V functional and the def2-TZVPD basis) results for one molecule with the formula C16H19ClN2O2.

Each line ends with the Mulliken charge.
Geometry (Å):
O1 -1.3385 -0.0494 -1.3427  -0.656
C1 -0.2693 -0.1839 -0.7914  0.191
N1 0.2233 0.7357 0.0726  0.000
H1 1.1741 0.6600 0.3971  0.301
C2 -0.4607 1.9864 0.3408  -1.118
C3 0.1950 3.1314 -0.3874  0.839
C4 0.8882 4.1124 0.3063  -0.711
C5 1.5085 5.1366 -0.3910  0.260
C6 1.4556 5.1935 -1.7735  -0.527
C7 0.7665 4.2079 -2.4607  -0.526
C8 0.1397 3.1833 -1.7758  -0.519
H2 -0.4021 2.4181 -2.3107  0.464
H3 0.7177 4.2460 -3.5382  0.394
H4 1.9442 5.9972 -2.3011  0.419
Cl1 2.3652 6.3588 0.4841  -0.222
H5 0.9408 4.0887 1.3843  0.346
H6 -1.4868 1.8525 -0.0126  0.374
H7 -0.4675 2.1683 1.4192  0.477
C9 0.6546 -1.3890 -0.9910  0.034
H8 1.6089 -1.0078 -1.3746  0.468
C10 0.0656 -2.3968 -1.9762  -1.061
H9 -0.1510 -1.9064 -2.9264  0.326
H10 0.8042 -3.1811 -2.1580  0.436
C11 -1.2189 -2.9988 -1.4196  -0.534
C12 -1.2147 -3.3589 0.0518  0.575
O2 -2.0575 -4.0976 0.5186  -0.658
N2 -0.2881 -2.7419 0.8387  0.288
C13 -0.3046 -2.9684 2.2530  -0.276
C14 -1.5596 -2.6994 3.0215  -0.701
C15 -0.3951 -1.7689 3.1541  -0.383
H11 -0.4808 -0.7986 2.6877  0.115
H12 0.1770 -1.7699 4.0695  0.267
H13 -2.4183 -2.3626 2.4648  0.207
H14 -1.8004 -3.3614 3.8378  0.241
H15 0.3194 -3.7984 2.5766  0.362
C16 0.9163 -2.1271 0.3222  -0.970
H16 1.2984 -1.4516 1.0932  0.496
H17 1.6850 -2.8962 0.1473  0.404
H18 -2.0284 -2.2721 -1.5321  0.162
H19 -1.5062 -3.8905 -1.9785  0.418

Cartesian forces (eV/Å) of the 3 atoms listed first:
O -0.40 0.05 -0.33
C 0.61 -0.26 0.21
N 0.09 0.25 0.34

Computed properties:
- Gap between HOMO and LUMO: 0.3567 Ha
- F_max: 0.69 eV/Å
- Structure (SMILES): O=C(NCc1cccc(Cl)c1)[C@@H]1CCC(=O)N(C2CC2)C1
- Energy above the lowest of the compared OMol25 structures with the same formula, charge and spin: 0.000 eV



DFT (the ωB97M-V functional and the def2-TZVPD basis) results for a 4-piece molecular cluster, C16H19F4N4O3S2 overall.

Each line ends with the Mulliken charge.
Geometry (Å):
C1 1.0925 -1.6192 -1.2269  -0.830
C2 0.4130 -0.8570 -2.3866  0.242
F1 0.3952 0.4852 -2.1988  -0.174
S1 -1.3668 -1.4059 -2.7297  0.270
O1 -1.2431 -2.9086 -3.4409  -0.197
C3 -1.6734 -3.9200 -2.6452  0.365
N1 -1.7202 -4.7874 -1.9268  -0.163
S2 -2.2967 -1.4517 -0.8080  1.023
O2 -1.7191 -2.3573 0.1365  -0.499
O3 -2.1429 -0.1137 -0.2964  -0.537
C4 -4.1431 -1.7007 -1.0752  0.677
F2 -4.3911 -1.9430 -2.3771  -0.195
F3 -4.7657 -0.5429 -0.8030  -0.147
F4 -4.6580 -2.6030 -0.2831  -0.149
H1 0.6712 -1.3228 -0.2401  0.344
H2 1.1243 -2.7207 -1.3793  0.401
H3 2.1615 -1.2836 -1.2049  0.079
H4 0.9621 -1.0996 -3.3267  0.423
N2 -4.2886 1.5247 1.5189  0.147
C5 -3.9660 2.3244 2.5826  -0.412
C6 -5.0968 3.0026 2.9550  -0.574
C7 -6.1421 2.5922 2.0860  -0.650
C8 -5.6119 1.6783 1.2138  -0.312
H5 -3.6587 0.9171 1.0329  0.223
H6 -2.9637 2.3420 2.9789  0.399
H7 -5.1675 3.7139 3.7620  0.396
H8 -7.1661 2.9293 2.1001  0.407
H9 -6.0580 1.1269 0.4034  0.423
N3 4.9603 -0.3992 -0.5511  0.083
C9 5.4583 -0.5897 -1.8150  -0.514
C10 6.3658 -1.6144 -1.7595  -0.419
C11 6.4149 -2.0644 -0.4137  -0.550
C12 5.5364 -1.2990 0.3068  -0.369
H10 4.2782 0.2931 -0.2935  0.182
H11 5.1252 0.0204 -2.6394  0.377
H12 6.9321 -1.9999 -2.5922  0.417
H13 7.0260 -2.8603 -0.0196  0.405
H14 5.2723 -1.3145 1.3517  0.390
N4 2.5616 2.5000 1.0654  0.030
C13 1.4031 2.1070 0.4483  -1.103
C14 0.4881 1.8024 1.4232  0.218
C15 1.1163 2.0246 2.6765  -0.679
C16 2.3917 2.4567 2.4234  -0.552
H15 3.4054 2.7788 0.5952  0.229
H16 1.3323 2.0785 -0.6261  0.556
H17 -0.5211 1.4599 1.2558  0.487
H18 0.6812 1.8848 3.6530  0.408
H19 3.1914 2.7358 3.0896  0.422

Cartesian forces (eV/Å) of the 3 atoms listed first:
C 0.35 0.64 0.31
C 2.37 -0.82 1.10
F -0.66 -0.92 -0.24

Computed properties:
- Charge: +1
- Gap between HOMO and LUMO: 0.1281 Ha
- F_max: 6.11 eV/Å
- Energy above the lowest of the compared OMol25 structures with the same formula, charge and spin: 1.312 eV



DFT (the ωB97M-V functional and the def2-TZVPD basis) results for C16H19F5N4OSTi as an isolated structure.

Each line ends with the Mulliken charge.
Geometry (Å):
Ti1 0.1408 -0.1490 -0.0147  0.392
F1 5.2503 3.7922 0.1824  -0.253
C1 3.9889 3.3648 -0.0994  0.300
C2 3.7985 1.9560 0.0324  0.021
F2 4.8109 1.1492 0.2338  -0.249
C3 2.5408 1.4909 -0.3381  0.324
F3 2.2518 0.1767 -0.2279  -0.243
C4 1.6048 2.2953 -0.8988  0.375
S1 -0.0700 1.6818 -1.3379  -0.475
C5 1.8517 3.6393 -1.0967  0.163
F4 0.9431 4.3571 -1.8330  -0.282
C6 3.0772 4.1825 -0.7131  0.204
F5 3.3954 5.4331 -1.1435  -0.237
C7 -3.9966 0.2930 -0.1245  -1.202
C8 -2.7636 0.3714 0.6096  0.795
O1 -1.7837 -0.3844 0.2033  -0.497
N1 -2.5962 1.2228 1.6090  -0.040
C9 -1.3074 1.6630 2.1771  -1.047
C10 -0.6002 0.5649 2.7968  1.051
C11 -0.9870 -0.0086 4.0003  -0.939
C12 -0.3375 -1.1932 4.3855  -0.299
C13 0.5112 -1.8729 3.5169  -1.113
C14 0.9914 -1.1926 2.3964  0.249
N2 0.4670 0.0032 2.0613  0.047
H1 -3.9175 0.6610 -1.1513  0.239
H2 -4.7885 0.7858 0.5043  0.393
H3 -4.3605 -0.7520 -0.3291  0.310
H4 -3.4061 1.7581 1.8970  0.286
H5 -1.4517 2.2759 3.0574  0.604
H6 -0.6334 2.1707 1.4793  0.078
H7 -1.7526 0.4385 4.6491  0.404
H8 -0.5556 -1.6802 5.3547  0.381
H9 0.9147 -2.8056 3.8255  0.493
H10 1.8686 -1.6086 1.8042  0.457
N3 -0.6895 -2.9181 -4.5718  -0.225
C15 0.1040 -2.5093 -3.3362  -0.932
C16 -0.6533 -2.4745 -2.0776  -0.151
N4 0.2676 -2.0823 -0.9211  -0.489
H11 -1.6552 -2.4606 -4.5930  0.379
H12 -0.7396 -3.9329 -4.5380  0.383
H13 -0.1643 -2.5096 -5.3811  0.385
H14 0.6355 -1.5545 -3.5183  0.413
H15 0.8965 -3.2741 -3.2600  0.391
H16 -1.0130 -3.5235 -1.7716  0.331
H17 -1.4526 -1.7178 -2.0734  0.191
H18 1.2385 -2.3429 -1.2177  0.303
H19 0.1265 -2.7797 -0.2089  0.327

Cartesian forces (eV/Å) of the 3 atoms listed first:
Ti 0.38 -0.32 0.77
F -1.37 -0.09 -0.34
C 2.50 -1.47 0.50

Computed properties:
- Charge: +2
- Gap between HOMO and LUMO (alpha / beta): 0.1951 / 0.2586 Ha
- Spin multiplicity: 3
- F_max: 4.40 eV/Å
- <S²>: 2.006
- Energy above the lowest of the compared OMol25 structures with the same formula, charge and spin: 1.057 eV



DFT (the ωB97M-V functional and the def2-TZVPD basis) results for C16H19IReSe as an isolated structure.

Each line ends with the Mulliken charge.
Geometry (Å):
Re1 -1.0208 -0.5863 1.2212  0.704
C1 2.2516 -0.5693 4.1374  -1.245
C2 0.7142 -0.4722 4.0248  0.665
C3 0.0283 -1.1555 2.9382  -0.370
C4 -1.4490 -1.3375 3.1184  -0.240
C5 -2.2361 -0.5268 4.0734  -0.757
C6 -1.4818 0.0691 5.0417  -0.370
C7 -0.0753 -0.1290 5.0976  -0.499
H1 2.3691 -1.6908 4.1359  0.366
H2 2.5928 -0.2390 5.1082  0.405
H3 2.8378 -0.1135 3.3120  0.316
H4 0.4988 -2.0154 2.5380  0.613
H5 -1.7384 -2.3448 2.9493  0.547
H6 -3.2736 -0.4535 3.9373  0.584
H7 -1.9821 0.6488 5.8466  0.427
H8 0.4430 0.0221 6.0412  0.413
C8 1.1985 2.3494 -5.0688  -1.355
C9 0.6838 1.3682 -4.0469  0.636
C10 1.5225 0.7667 -3.1353  -0.994
C11 1.0157 -0.1796 -2.2172  1.747
C12 1.9507 -0.6763 -1.1656  -1.865
C13 -0.3016 -0.6140 -2.2456  -0.655
Se1 -0.8587 -1.8292 -0.7974  0.118
C14 -1.1742 0.0845 -3.1412  1.022
C15 -2.6793 -0.2220 -2.9914  -1.203
C16 -0.6692 1.0676 -4.0065  -1.067
H9 1.6199 3.1392 -4.5624  0.391
H10 0.3876 2.6399 -5.7857  0.368
H11 2.0044 1.8369 -5.6168  0.364
H12 2.5590 1.0828 -3.0554  0.412
H13 2.8912 -0.4839 -1.6903  0.439
H14 1.8887 -1.7517 -0.9866  0.463
H15 1.8529 -0.1819 -0.2605  0.313
H16 -3.1488 0.3528 -2.1725  0.201
H17 -2.6948 -1.2875 -2.6893  0.370
H18 -3.3378 -0.0015 -3.9056  0.369
H19 -1.4039 1.6833 -4.5529  0.354
I1 -1.7850 1.7499 0.5726  0.014

Cartesian forces (eV/Å) of the 3 atoms listed first:
Re -0.51 2.08 -2.63
C -1.38 -1.11 -0.31
C 1.50 -1.06 -1.00

Computed properties:
- Charge: +2
- Gap between HOMO and LUMO (alpha / beta): 0.1815 / 0.1632 Ha
- Spin multiplicity: 4
- F_max: 3.39 eV/Å
- <S²>: 3.873
- Energy above the lowest of the compared OMol25 structures with the same formula, charge and spin: 0.000 eV



DFT (the ωB97M-V functional and the def2-TZVPD basis) results for one molecule with the formula C16H19N3O2.

Each line ends with the Mulliken charge.
Geometry (Å):
C1 0.3617 -3.9753 0.0836  -1.414
H1 -0.2310 -4.8868 0.0745  0.417
H2 1.1141 -4.0494 0.8632  0.320
H3 0.8740 -3.8752 -0.8687  0.319
C2 -0.5323 -2.7697 0.3289  0.055
C3 0.2241 -1.4756 0.3478  -0.087
N1 1.5215 -1.4977 0.1308  -0.517
C4 2.1225 -0.3078 0.1619  0.749
C5 1.4346 0.8929 0.4035  0.939
C6 0.0532 0.8091 0.6189  -0.420
N2 -0.5138 -0.3849 0.5850  -0.306
O1 -0.6685 1.9035 0.8644  -0.345
C7 -2.0652 1.7148 1.0416  -0.623
C8 -2.7922 1.5577 -0.3010  -0.458
N3 -4.1449 1.0739 -0.0854  -0.028
C9 -4.1873 -0.3719 0.0071  -0.980
H4 -5.1733 -0.6763 0.3557  0.397
H5 -3.4408 -0.7161 0.7181  0.229
H6 -3.9905 -0.8578 -0.9618  0.326
C10 -5.0781 1.5565 -1.0814  -1.022
H7 -4.8387 1.2104 -2.0994  0.367
H8 -6.0762 1.2040 -0.8248  0.322
H9 -5.0848 2.6452 -1.0731  0.351
H10 -2.8271 2.5306 -0.7955  0.382
H11 -2.2087 0.8733 -0.9374  0.311
H12 -2.2368 0.8317 1.6617  0.355
H13 -2.4166 2.6051 1.5647  0.305
O2 2.2637 1.9703 0.3846  -0.551
C11 3.5045 1.4752 0.1295  0.065
C12 4.6752 2.2076 0.0184  -0.951
C13 5.8368 1.5071 -0.2460  -0.297
C14 5.8383 0.1202 -0.3960  -0.704
C15 4.6747 -0.6120 -0.2860  -0.371
C16 3.4948 0.0730 -0.0206  0.562
H14 4.6618 -1.6841 -0.3997  0.529
H15 6.7704 -0.3841 -0.6018  0.394
H16 6.7669 2.0474 -0.3385  0.384
H17 4.6691 3.2792 0.1356  0.455
H18 -1.0553 -2.8666 1.2836  0.304
H19 -1.2997 -2.6973 -0.4461  0.235

Cartesian forces (eV/Å) of the 3 atoms listed first:
C -0.22 0.08 0.03
H -0.03 -0.10 0.00
H 0.11 -0.07 0.02

Computed properties:
- Gap between HOMO and LUMO: 0.3291 Ha
- F_max: 1.27 eV/Å
- Structure (SMILES): CCc1nc(OCCN(C)C)c2oc3ccccc3c2n1
- Energy above the lowest of the compared OMol25 structures with the same formula, charge and spin: 0.929 eV



DFT (the ωB97M-V functional and the def2-TZVPD basis) results for a 2-piece molecular cluster, C16H19N3O3 overall.

Each line ends with the Mulliken charge.
Geometry (Å):
C1 1.4971 4.6962 -3.0530  -1.952
C2 1.9689 3.3875 -2.5860  0.467
C3 1.4602 2.2318 -1.9640  -0.533
C4 2.5953 1.5153 -1.8394  0.502
N1 3.5566 2.1792 -2.4420  -0.573
O1 3.4191 3.3357 -2.8794  -0.118
N2 2.8625 0.4194 -1.1477  -0.214
C5 1.6459 -0.3837 -0.7514  0.510
O2 0.5652 0.0790 -0.6733  -0.622
C6 2.0919 -1.6957 -0.0263  -0.834
C7 1.0702 -2.6335 0.4244  -0.725
H1 1.3507 -3.3480 0.9489  0.829
H2 0.2544 -1.6678 1.1868  -0.013
C8 0.0549 -3.1048 -0.5713  -0.680
C9 -1.5274 -2.8585 -0.2337  0.373
O3 -2.0275 -3.7729 0.1994  -0.483
N3 -1.8894 -1.4795 0.0003  0.224
H3 -1.0980 -0.8124 -0.2202  0.190
C10 -3.1922 -1.3341 0.4275  -1.730
C11 -2.7817 -0.6085 1.8621  0.693
C12 -2.3998 0.7356 1.8232  -0.894
C13 -1.8946 1.2273 3.1635  -0.485
C14 -2.2997 0.4397 4.3010  -0.308
C15 -2.7244 -0.7610 4.2822  -0.666
C16 -3.2634 -1.4311 2.7294  -0.307
H4 -3.6054 -2.3587 2.9272  0.536
H5 -3.1784 -1.1515 5.1810  0.308
H6 -2.1745 0.8161 5.2136  0.456
H7 -1.5815 2.3210 3.2725  0.306
H8 -2.1370 1.2789 1.1022  0.897
H9 -3.6007 -0.5743 -0.2922  0.312
H10 -3.8075 -2.0470 0.4289  0.774
H11 0.2287 -4.1147 -0.7771  0.461
H12 0.1017 -2.3155 -1.4750  0.198
H13 2.8729 -1.4407 0.7357  0.333
H14 2.6996 -2.5027 -0.8599  0.285
H15 3.5176 -0.1562 -1.4072  0.266
H16 0.7462 2.1986 -1.4699  0.752
H17 1.9844 5.5398 -2.6612  0.352
H18 0.5910 4.6725 -2.9721  0.650
H19 1.6581 4.8589 -4.0240  0.462

Cartesian forces (eV/Å) of the 3 atoms listed first:
C 7.13 -1.27 1.57
C 0.82 2.36 -0.99
C 10.78 5.66 -8.44

Computed properties:
- Gap between HOMO and LUMO: 0.3173 Ha
- F_max: 14.82 eV/Å
- Energy above the lowest of the compared OMol25 structures with the same formula, charge and spin: 18.021 eV



DFT (the ωB97M-V functional and the def2-TZVPD basis) results for C16H19N3O3 as an isolated structure.

Each line ends with the Mulliken charge.
Geometry (Å):
C1 3.7336 -0.2895 0.6042  -0.030
C2 2.1804 -0.8254 0.5157  0.404
C3 3.9863 1.2737 0.2807  -0.580
C4 5.0969 1.3812 -0.6912  -0.430
C5 5.0899 -0.1882 -1.3698  -0.478
C6 -0.0628 -0.4068 1.2965  -0.508
C7 -0.9751 -1.6799 1.2506  0.481
C8 -0.5830 0.4278 -0.0101  -0.269
C9 -1.9631 0.9707 0.1621  0.214
C10 -2.4709 2.0778 0.6623  -1.009
C11 -3.0524 0.2343 -0.2812  1.346
C12 -4.2302 0.8755 -0.0707  -0.731
C13 -3.2823 -0.9552 -0.9124  0.104
C14 -5.5167 0.4098 -0.3207  -0.517
C15 -4.4612 -1.4570 -1.2163  -0.492
C16 -5.7859 -0.8812 -0.8291  -0.660
H1 4.0682 -1.7459 -0.7007  0.297
H2 4.0375 -0.6585 1.6397  0.347
H3 4.1984 1.8134 1.2032  0.414
H4 3.1484 1.6847 -0.2041  0.198
H5 6.1447 1.7693 -0.1412  0.239
H6 4.7198 1.9962 -1.8201  0.227
H7 6.0772 -0.7134 -1.7434  0.275
H8 4.3031 -0.2335 -2.2328  0.242
H9 1.9384 -0.0116 2.3756  0.332
H10 -0.6055 0.2538 1.9760  0.658
H11 -0.1102 1.4595 -0.0731  0.215
H12 -0.5386 0.0085 -1.0417  0.377
H13 -2.0466 2.9589 0.9916  0.553
H14 -4.4738 2.4474 1.5205  0.334
H15 -2.5012 -1.7070 -1.3198  0.045
H16 -6.3815 1.0079 0.0861  0.288
H17 -4.2942 -2.3878 -1.9418  0.185
H18 -6.7896 -1.3233 -1.2971  0.273
H19 0.1810 -2.3571 -0.1100  0.528
N1 4.6346 -1.0561 -0.2133  -0.567
N2 1.4159 -0.3330 1.5381  -0.106
N3 -3.8822 2.0625 0.4980  -0.279
O1 1.6874 -1.5356 -0.3517  -0.800
O2 -1.8135 -1.9113 2.1122  -0.612
O3 -0.8209 -2.4556 0.1791  -0.508

Cartesian forces (eV/Å) of the 3 atoms listed first:
C -0.82 -1.02 1.18
C 1.16 1.53 0.73
C -0.33 -1.57 1.45

Computed properties:
- Gap between HOMO and LUMO: 0.3180 Ha
- F_max: 6.44 eV/Å
- Energy above the lowest of the compared OMol25 structures with the same formula, charge and spin: 7.802 eV



DFT (the ωB97M-V functional and the def2-TZVPD basis) results for one molecule with the formula C16H19N3O4S.

Each line ends with the Mulliken charge.
Geometry (Å):
C1 5.6355 -1.6093 4.5501  -1.211
C2 4.4117 -0.7883 4.9412  -0.539
C3 3.2515 -0.9212 3.9453  -0.696
H1 2.3095 -0.9790 4.4968  0.451
H2 3.3588 -1.8474 3.3775  0.364
C4 3.1403 0.2550 2.9560  0.881
C5 1.9109 0.0672 2.1419  -0.239
N1 1.8738 -0.2731 0.9112  -0.632
N2 0.6598 -0.4117 0.3951  -0.127
C6 -0.2880 -0.1756 1.2356  0.371
N3 -1.6265 -0.2318 0.9914  -0.086
C7 -2.3041 -0.5549 -0.1732  0.584
O1 -3.5068 -0.5406 -0.1755  -0.607
C8 -1.4383 -0.9134 -1.3666  -0.869
O2 -2.2028 -1.1934 -2.5058  -0.428
C9 -2.8956 -0.1784 -3.1053  0.696
C10 -2.8123 1.1602 -2.7513  -0.292
C11 -3.5356 2.1368 -3.4369  -1.317
C12 -4.3304 1.7296 -4.4754  0.843
C13 -4.4144 0.3827 -4.8348  0.957
C14 -3.7115 -0.5869 -4.1717  -1.161
H3 -3.7707 -1.6272 -4.4380  0.458
O3 -5.2686 0.2477 -5.8954  -0.476
C15 -5.7311 1.5492 -6.1882  -0.241
O4 -5.1343 2.4733 -5.3058  -0.477
H4 -5.4678 1.8078 -7.2267  0.237
H5 -6.8270 1.5844 -6.0741  0.236
H6 -3.4711 3.1743 -3.1559  0.406
H7 -2.1929 1.4786 -1.9288  0.356
H8 -0.8922 -1.8339 -1.1387  0.515
H9 -0.6939 -0.1265 -1.5427  0.544
H10 -2.2354 -0.0130 1.7724  0.228
S1 0.2968 0.2646 2.8419  -0.224
C16 4.3516 0.3834 2.0374  -1.710
H11 4.5114 -0.5449 1.4971  0.333
H12 5.2383 0.6259 2.6152  0.431
H13 4.1848 1.1730 1.3095  0.430
H14 3.0235 1.1779 3.5372  0.336
H15 4.0745 -1.1267 5.9230  0.336
H16 4.6905 0.2624 5.0421  0.352
H17 5.3844 -2.6671 4.5156  0.342
H18 6.0148 -1.3173 3.5753  0.280
H19 6.4288 -1.4724 5.2818  0.361

Cartesian forces (eV/Å) of the 3 atoms listed first:
C -0.07 0.16 0.15
C -0.03 -0.21 -0.10
C 0.06 0.33 0.22

Computed properties:
- Gap between HOMO and LUMO: 0.2940 Ha
- F_max: 1.69 eV/Å
- Structure (SMILES): CCC[C@@H](C)c1nnc(NC(=O)COc2ccc3c(c2)OCO3)s1
- Energy above the lowest of the compared OMol25 structures with the same formula, charge and spin: 3.825 eV



no.,electronic energy (eV)
1,-36498.5888
2,-61528.9851
3,-72430.4385
4,-92456.5760
5,-25465.6717
6,-27497.4627
7,-27507.6815
8,-40394.7049